ORCA calculation (the ωB97M-V functional and the def2-TZVPD basis) on a molecular structure, CH2BrO2S in a non-equilibrium geometry.

## Properties
- HOMO energy (alpha / beta) (eV) = -3.2 / -3.7
- total charge = -1
- E_tot (Ha) = -3161.865605
- relative energy (zero: lowest compared OMol25 entry of this formula, charge and spin) (kcal per mole) = 99.8

Positions of all 7 atoms, in Å:
C: -0.0845 0.6537 0.2368
O: -1.1921 -1.3846 -1.0910
O: 0.4963 -1.8596 0.6608
S: -0.6405 -1.0430 0.2220
Br: -1.5516 1.8068 -0.0060
H: 0.3908 0.8763 1.1904
H: 2.5816 0.9504 -1.2131

These are the natural (NBO) partial charges, in e, on atoms 1 to 5: atom 1 (C): -0.754, atom 2 (O): -0.990, atom 3 (O): -0.999, atom 4 (S): 1.645, atom 5 (Br): -0.046